DFT (ωB97M-V/def2-TZVPD) results for a molecular structure, C14H24I2N2O3S2TiV.

**Net charge**: +4
**Spin multiplicity**: 4
**Orbital gap (alpha / beta)**: 5.57 / 6.32 eV
**Highest occupied orbital energy (alpha / beta)**: -21.424 / -21.512 eV
**E_tot**: -4066.67735 hartree

Element x y z (Å)
I (3.958, -0.257, 1.354)
I (4.406, 0.307, -1.258)
V (1.614, 0.213, -1.759)
Ti (-0.038, 0.185, 0.530)
S (1.296, 1.876, -0.258)
S (0.424, -1.450, -1.045)
C (-1.632, 0.816, -0.343)
C (0.777, 3.946, -0.606)
C (1.307, -3.367, -0.652)
C (1.695, 4.350, -1.748)
C (-0.704, 4.038, -0.902)
C (1.176, 4.580, 0.717)
C (2.720, -3.362, -1.178)
C (0.391, -4.255, -1.454)
C (1.263, -3.521, 0.837)
C (0.342, 1.053, -2.734)
C (2.070, -0.753, -3.421)
O (-2.594, 1.184, -0.918)
O (-0.482, 1.700, -3.276)
O (2.071, -1.385, -4.397)
H (1.377, 3.849, -2.671)
H (2.721, 4.062, -1.484)
H (1.678, 5.440, -1.929)
H (-0.976, 3.527, -1.830)
H (-1.002, 5.090, -1.039)
H (-1.307, 3.645, -0.072)
H (0.541, 4.214, 1.532)
H (1.081, 5.675, 0.669)
H (2.221, 4.354, 0.959)
H (3.164, -4.371, -1.090)
H (3.326, -2.675, -0.577)
H (2.776, -3.064, -2.234)
H (0.741, -5.300, -1.448)
H (0.417, -3.907, -2.489)
H (-0.639, -4.198, -1.085)
H (1.752, -4.482, 1.101)
H (0.247, -3.484, 1.259)
H (1.860, -2.723, 1.317)
C (-4.027, -2.312, 2.646)
N (-3.359, -1.003, 2.877)
C (-4.032, -0.018, 3.771)
C (-2.217, -0.714, 2.368)
N (-1.127, -0.200, 2.259)
H (-4.905, -2.376, 3.324)
H (-3.337, -3.163, 2.841)
H (-4.383, -2.376, 1.595)
H (-3.328, 0.337, 4.556)
H (-4.431, 0.811, 3.152)
H (-4.890, -0.535, 4.233)

Forces on the atoms, in the same order (eV/Å):
I 0.095 0.109 -0.414
I 0.223 -0.040 0.324
V 4.198 -0.255 2.217
Ti 2.664 -1.758 3.677
S -1.012 0.104 0.621
S -0.655 -0.559 0.899
C -8.771 3.767 -5.153
C -0.264 3.176 -0.120
C 0.871 -2.463 0.151
C 0.089 -1.209 -0.008
C -0.065 -1.090 0.084
C 0.149 -1.096 0.359
C 0.147 1.129 -0.203
C -0.619 0.914 -0.277
C -0.189 0.973 0.647
C -7.122 5.432 -5.068
C 0.279 -4.291 -6.554
O 5.532 -2.213 3.390
O 4.094 -3.425 2.509
O 0.248 3.034 4.496
H 0.243 0.268 0.050
H -0.102 0.283 -0.292
H -0.241 -0.348 0.345
H -0.002 0.163 0.115
H 0.446 -0.078 0.128
H 0.110 0.234 -0.149
H 0.106 0.230 -0.081
H -0.132 -0.250 -0.310
H -0.123 0.181 -0.010
H -0.411 0.275 0.041
H 0.122 -0.233 -0.134
H 0.019 -0.312 0.216
H 0.075 0.305 0.243
H -0.142 -0.346 -0.104
H 0.181 -0.275 -0.101
H -0.343 0.335 -0.245
H 0.305 -0.306 -0.205
H -0.127 -0.448 -0.092
C -0.489 -1.057 -0.568
N 0.987 -0.655 -0.806
C -0.389 0.964 0.362
C -0.140 1.209 2.394
N -0.725 -0.856 -2.325
H 0.760 0.042 -0.497
H -0.405 0.711 0.027
H 0.149 0.113 0.725
H -0.487 -0.224 -0.622
H 0.316 -0.382 0.483
H 0.548 0.220 -0.166